[1]
A structure of composition C12H24N2O3. Source: OMol25; level of theory: the ωB97M-V functional and the def2-TZVPD basis.

Element x y z (Å)
1 C -1.45182 -1.40323 -0.20340
2 C 0.11900 -1.52474 0.04393
3 C -2.10188 -0.20945 0.55617
4 C -3.58876 0.25320 -0.23386
5 C -4.27689 1.17031 0.81024
6 C -3.72240 0.60280 -1.68306
7 C 2.18354 -0.28349 -0.77427
8 C 3.28443 -1.43231 -0.39289
9 C 2.00044 0.88466 0.38296
10 C 1.84936 0.51411 1.89566
11 C 3.13854 1.85369 0.46867
12 C 3.98674 1.99615 -0.94674
13 H -2.71013 -2.79303 0.86217
14 H -1.84532 -3.38408 -0.72736
15 H -1.28390 -1.22820 -1.24661
16 H -2.32055 -0.62759 1.72547
17 H -1.27893 0.67448 0.58986
18 H -4.31206 -0.76157 -0.23529
19 H -5.42773 0.89692 0.62214
20 H -4.13624 0.48750 1.87236
21 H -3.77370 2.17413 0.69069
22 H -4.79555 0.27450 -2.19138
23 H -3.40760 1.90920 -1.69218
24 H -2.44758 0.02952 -2.43145
25 H 0.24749 -0.66281 -1.60994
26 H 2.33371 0.06095 -1.72267
27 H 0.88550 1.34942 0.10075
28 H 2.13074 -0.62582 2.11154
29 H 2.30049 1.21531 2.68425
30 H 0.58976 0.46007 2.09317
31 H 3.96300 1.37188 1.17674
32 H 2.88118 2.82349 0.97024
33 H 4.97563 2.25647 -0.45704
34 H 4.26877 1.16215 -1.49634
35 H 3.63061 2.65332 -1.93043
36 H 1.83784 -2.48992 0.69925
37 N -2.38954 -2.53657 -0.19050
38 N 0.86478 -1.02352 -0.93672
39 O 0.44431 -1.91130 1.17967
40 O 4.54714 -1.56984 -0.66692
41 O 2.80755 -2.60676 0.23311

Cartesian forces, eV/Å:
0.30 0.06 -0.56
-3.00 -0.32 3.60
0.23 0.19 -0.17
-0.83 -4.63 2.71
-1.18 -3.63 0.75
3.36 2.68 -2.21
-0.75 -2.67 5.01
4.32 -3.83 -0.08
-2.49 0.27 -0.10
-3.88 -3.20 1.34
3.01 -0.42 -2.10
-0.11 3.44 1.00
1.46 0.37 -3.28
-2.08 2.29 2.29
-1.44 0.79 -1.20
0.46 1.47 -3.34
-2.19 -1.71 0.10
2.39 2.09 0.59
2.22 2.13 0.37
-0.08 2.80 -2.65
-1.38 -0.70 0.88
3.26 1.11 1.18
-1.37 -3.85 -0.73
-4.02 1.48 1.90
-0.21 0.75 -1.43
1.00 1.37 -2.17
3.13 -0.70 0.24
-0.19 2.73 -0.29
-0.55 -0.95 -1.63
3.63 0.24 -0.05
-1.71 0.85 -1.41
0.11 -0.81 -0.86
-0.84 0.73 -1.48
-0.05 -2.54 -0.13
0.68 -0.73 3.22
2.42 0.10 -0.98
1.89 -2.69 1.29
1.60 0.34 1.06
0.95 -0.44 -1.35
-6.10 2.53 0.61
-1.97 2.99 0.07

Calculated values
- Electronic energy: -21946.13635 eV
- Relative energy (zero: lowest compared OMol25 entry of this formula, charge and spin): 266.9 kcal per mole
- Kohn-Sham gap: 9.58 eV
- Lowest unoccupied orbital energy: 0.2 eV

---

[2]
A structure of composition C12H24N6O6Sr. Source: OMol25; level of theory: the ωB97M-V functional and the def2-TZVPD basis.

Element x y z (Å)
1 O 3.43905 2.77643 -1.62476
2 H 3.41946 3.02019 -2.56492
3 Sr 0.84915 1.22552 -1.21847
4 N -1.90571 0.12860 -0.92800
5 N -1.42928 2.59364 -1.20372
6 N 0.82577 -1.52501 0.03376
7 N 2.94856 -0.20596 -0.51975
8 O -2.16953 -1.14392 -0.95194
9 O -0.26129 -2.28275 0.38182
10 O 3.98087 0.35627 -1.08106
11 O -0.70894 3.51772 -0.68577
12 C -2.60459 2.32296 -0.54274
13 C -2.89808 0.93919 -0.45327
14 C 1.96597 -2.18423 0.29393
15 C 3.15638 -1.44286 -0.02342
16 C -4.15188 0.47314 0.19971
17 H -4.07108 0.52137 1.29741
18 H -4.37716 -0.55980 -0.08263
19 H -4.99503 1.11694 -0.09017
20 C -3.35492 3.39364 0.14919
21 H -2.97707 4.36253 -0.19685
22 H -3.22291 3.34424 1.24488
23 H -4.43048 3.35031 -0.07060
24 C 2.07949 -3.58121 0.82954
25 C 4.52269 -2.00860 0.09797
26 H 1.12025 -4.09980 0.76847
27 H 2.41442 -3.59467 1.87882
28 H 2.82395 -4.14392 0.24784
29 H 5.27181 -1.21331 0.04221
30 H 4.71233 -2.69977 -0.73649
31 H 4.63699 -2.55247 1.04354
32 H -1.03598 -1.82752 -0.10822
33 H 3.38235 1.63839 -1.67443
34 C 0.37328 0.32245 -3.08552
35 H -0.47807 1.02176 -3.04900
36 H 0.47173 -0.72149 -2.83162
37 H 1.39879 0.97953 -3.46698
38 O -2.12252 -2.07263 -3.62321
39 H -1.85697 -2.99372 -3.67699
40 H -2.18936 -1.86554 -2.66109
41 N -1.05189 0.71561 3.72650
42 C 0.13946 0.07377 3.94473
43 C 0.84368 0.23487 2.74034
44 N 0.04789 0.91563 1.83714
45 C -1.07081 1.22938 2.47141
46 H -1.82597 0.80183 4.43134
47 H 0.42392 -0.41783 4.85220
48 H 1.83972 -0.08204 2.51707
49 H -1.89842 1.84311 2.12179

Cartesian forces, eV/Å:
-1.71 -2.75 -1.14
0.16 0.23 0.35
1.03 1.84 6.71
-0.81 -0.66 0.31
0.37 0.02 1.03
2.28 -2.13 0.29
0.43 -2.79 0.50
-0.29 1.40 0.19
-1.55 0.41 -0.35
-0.25 0.84 -0.60
-0.59 -0.04 -0.62
0.94 -0.81 -0.44
0.55 0.40 -0.69
-2.58 1.71 -0.34
-0.09 2.94 -0.77
-0.42 -0.28 -0.05
0.06 -0.05 -0.26
0.11 0.21 0.09
0.23 -0.23 0.08
-0.12 0.57 0.24
-0.06 -0.20 0.22
-0.12 0.07 -0.37
0.27 -0.15 0.11
-0.26 -0.18 -0.01
0.28 -0.21 -0.19
0.16 0.14 0.04
-0.10 0.12 -0.28
-0.17 0.21 0.16
-0.23 -0.12 0.00
0.17 0.03 0.21
0.00 0.00 -0.23
1.16 -0.80 0.69
2.13 2.36 1.05
2.03 1.44 -5.59
-0.19 -1.17 -0.32
-0.32 -0.10 -0.07
-2.78 -2.46 0.58
0.01 0.29 0.56
-0.01 -0.05 0.08
0.11 -0.22 -0.68
-1.51 0.15 1.61
1.00 0.50 -2.12
-1.83 0.07 1.28
0.11 0.57 0.02
0.67 -0.52 0.11
1.34 -0.12 -1.25
-0.16 0.00 0.21
0.19 -0.17 -0.25
0.36 -0.35 -0.07

Calculated values
- Electronic energy: -34885.12774 eV
- Relative energy (zero: lowest compared OMol25 entry of this formula, charge and spin): 99.9 kcal per mole
- Kohn-Sham gap (alpha / beta): 5.40 / 5.44 eV
- Lowest unoccupied orbital energy (alpha / beta): -1.5 / -1.5 eV

---

Q: Number 2 is which compound?
A: C12H24N6O6Sr

---

Q: Among the records above, which one has the lowest relative energy (zero: lowest compared OMol25 entry of this formula, charge and spin)?
A: C12H24N6O6Sr